Entry 1:
65
Properties=species:S:1:pos:R:3:forces:R:3 method="wB97M-V/def2-TZVPD" mol_weight_g_mol=615.70 total_charge=-1 e_above_lowest_kcal_mol=8.5 gap_ev="6.7 / 6.6" fmax_ev_per_a=3.79 multiplicity=2 homo_energy_ev="-4.337 / -4.220"
Co -1.715414 0.653299 -0.964305 1.29 -2.02 0.00
C 2.248449 3.077954 0.811732 0.03 0.00 0.03
C 3.362852 2.148883 1.206540 -0.06 0.01 -0.10
C 4.367938 2.583255 2.064789 0.04 -0.06 0.06
C 5.442424 1.773202 2.400663 -0.04 0.04 -0.01
C 5.529172 0.495739 1.870355 0.10 -0.02 0.01
C 4.536102 0.034858 1.023759 -0.09 0.06 0.00
C 3.451399 0.845417 0.692618 0.11 0.01 0.13
N 2.482273 0.334608 -0.200248 0.08 0.03 -0.09
C 1.111134 0.389536 -0.022991 0.04 -0.17 -0.24
N 0.719319 0.392058 1.267920 0.08 -0.04 0.16
C -0.587416 0.467978 1.807494 -0.27 0.02 -0.11
C -1.705718 0.664017 0.993806 -0.20 0.24 -0.71
C -2.935446 0.754199 1.653392 0.00 0.05 0.04
C -3.063488 0.595253 3.024108 -0.03 -0.05 0.00
C -1.932605 0.363718 3.792821 -0.01 0.03 -0.02
C -0.679763 0.319926 3.200163 0.08 -0.05 0.11
C 0.548779 0.103274 4.051733 -0.13 0.01 -0.14
N 0.299794 0.366617 -1.024103 -0.23 -0.14 0.29
C 0.842585 0.435903 -2.331108 0.26 0.06 -0.23
C 1.038326 1.677819 -2.928724 -0.09 -0.05 0.08
C 1.513429 1.762139 -4.225823 0.08 0.04 -0.06
C 1.804119 0.604732 -4.932799 -0.05 -0.02 -0.02
C 1.607399 -0.630933 -4.335356 0.13 0.03 0.00
C 1.137251 -0.737541 -3.033082 -0.05 -0.02 0.13
C 0.900073 -2.073566 -2.387843 -0.10 0.05 -0.02
H 2.539178 4.112117 0.990570 0.00 0.00 -0.01
H 1.335181 2.882757 1.376549 -0.02 0.01 -0.03
H 2.003845 2.962284 -0.244505 -0.03 0.02 0.00
H 4.312392 3.590210 2.461289 -0.01 0.01 -0.01
H 6.214414 2.144921 3.062045 -0.01 -0.01 0.01
H 6.366618 -0.143315 2.119706 0.00 0.00 -0.01
H 4.587153 -0.962762 0.605603 -0.04 -0.01 0.02
H 2.777999 0.113873 -1.138895 -0.01 0.08 -0.01
H 1.469554 0.329138 1.934364 0.00 -0.07 -0.02
H -3.828495 0.936754 1.065293 0.03 -0.04 -0.02
H -4.040103 0.634800 3.493227 0.01 0.03 -0.01
H -2.017979 0.213631 4.863623 0.02 0.05 0.01
H 0.272086 0.064258 5.103997 0.02 0.00 0.01
H 1.268995 0.919360 3.930020 0.06 -0.04 0.05
H 1.049465 -0.837468 3.801865 0.07 0.03 0.02
H 0.767546 2.570315 -2.377428 -0.04 -0.02 0.01
H 1.646471 2.732199 -4.688359 -0.01 0.00 0.00
H 2.160946 0.662450 -5.953471 0.00 0.00 0.00
H 1.813795 -1.537588 -4.892628 -0.02 -0.01 0.00
H 0.936685 -2.869871 -3.130191 0.02 -0.02 0.01
H -0.080895 -2.084946 -1.908439 0.00 -0.02 0.00
H 1.646813 -2.283898 -1.616204 -0.02 -0.02 0.02
S -2.171416 -0.193371 -3.711403 0.33 0.43 -0.01
C -2.830102 -1.295482 -2.651299 -0.39 -0.57 0.23
N -2.679074 -1.257076 -1.343280 0.32 -0.02 0.12
C -3.339543 -2.270275 -0.686285 -0.15 -0.30 -0.09
C -3.338552 -2.505594 0.688929 0.04 0.05 -0.03
C -4.076869 -3.561982 1.195618 0.03 0.02 0.06
C -4.812827 -4.398744 0.360136 -0.03 -0.08 -0.06
C -4.801669 -4.199023 -1.013065 0.01 0.00 0.05
C -4.061747 -3.145187 -1.523384 0.03 0.08 -0.09
S -3.848245 -2.665627 -3.184967 0.09 0.22 0.23
H -2.769418 -1.856535 1.338657 0.00 0.03 0.03
H -4.081344 -3.738585 2.264550 0.00 0.01 0.00
H -5.388590 -5.214614 0.779715 0.00 0.01 0.00
H -5.359309 -4.847696 -1.677264 0.00 -0.02 0.03
O -3.530726 4.429676 -0.709566 -0.35 -0.23 -0.30
S -3.803164 3.033827 -1.113778 1.66 -0.33 0.03
N -2.632036 2.134726 -1.346844 -2.61 2.70 0.51


Entry 2:
65
Properties=species:S:1:pos:R:3:forces:R:3 method="wB97M-V/def2-TZVPD" mol_weight_g_mol=628.19 total_charge=-1 gap_ev=5.9 fmax_ev_per_a=1.49 homo_energy_ev=-3.258
Cu 0.535468 -0.347587 0.156619 1.01 0.77 -0.77
O -0.097035 -2.619688 0.410973 -0.10 -0.22 0.39
S -0.936172 -2.042404 1.452461 -0.62 -0.90 0.78
O -0.901373 -2.723558 2.726090 -0.14 0.08 -0.03
O -0.775722 -0.568228 1.582150 -0.36 -0.47 0.41
C -2.601375 -2.192458 0.810272 0.24 0.25 -0.15
C -3.591149 -2.828426 1.541144 0.07 -0.07 0.08
C -4.874046 -2.907058 1.025274 -0.03 -0.01 -0.05
C -5.155160 -2.346553 -0.214356 -0.10 -0.01 0.02
C -4.159021 -1.713826 -0.941222 0.12 -0.09 0.12
C -2.860521 -1.625887 -0.438814 0.05 -0.06 0.06
P -1.499092 -0.770698 -1.377190 -0.74 0.38 -0.39
C -1.871313 -1.524309 -3.020746 0.32 0.00 0.00
C -2.706187 -1.005429 -4.006751 0.01 -0.07 0.07
C -2.891275 -1.695101 -5.196970 -0.05 -0.01 -0.07
C -2.230444 -2.892855 -5.427947 0.01 0.02 -0.01
C -1.370933 -3.401086 -4.463449 -0.03 -0.04 0.00
C -1.196814 -2.722228 -3.268302 -0.03 0.05 0.06
C -2.278883 0.878311 -1.566229 0.02 -0.02 0.04
C -1.721997 1.739933 -2.511415 -0.06 -0.03 0.10
C -2.214372 3.023748 -2.673048 -0.04 0.02 -0.03
C -3.260480 3.471214 -1.877605 0.03 0.06 -0.01
C -3.789317 2.638256 -0.905558 -0.05 0.04 0.06
C -3.301893 1.347691 -0.747410 0.00 -0.01 -0.09
H -3.332211 -3.260698 2.499133 0.00 0.03 0.00
H -5.654351 -3.411231 1.581984 0.00 0.01 0.02
H -6.160551 -2.401628 -0.614823 0.01 -0.01 -0.02
H -4.397328 -1.279037 -1.902907 0.03 0.01 -0.05
H -3.218632 -0.064970 -3.848050 0.01 0.02 0.02
H -3.559154 -1.294100 -5.950389 0.02 0.02 0.00
H -2.380401 -3.425745 -6.358912 0.02 0.02 -0.01
H -0.832144 -4.322171 -4.649371 -0.02 -0.01 0.04
H -0.536918 -3.110510 -2.498720 0.04 -0.03 -0.05
H -0.895472 1.390900 -3.115279 0.14 0.05 -0.09
H -1.778507 3.679962 -3.416532 0.03 -0.03 0.01
H -3.652605 4.472737 -2.005296 0.03 0.01 0.02
H -4.585129 3.001921 -0.263782 -0.02 -0.04 -0.02
H -3.721729 0.695946 0.010200 -0.04 0.04 -0.02
C 1.210735 1.792598 3.319060 0.15 0.03 -0.13
N -0.227561 1.856521 3.242750 -0.29 0.04 -0.05
C -1.132388 1.433568 4.198725 0.00 -0.09 0.07
C -2.365205 1.549417 3.674319 -0.06 0.02 -0.03
N -2.206915 2.060994 2.399223 0.17 -0.11 0.19
C -0.887566 2.243119 2.115441 -0.12 0.12 0.33
S -0.233240 2.884325 0.735398 0.21 0.10 -0.42
H 1.512837 1.617379 4.349195 -0.06 -0.03 0.02
H 1.627755 2.733129 2.959512 0.00 0.00 0.03
H 1.579068 0.994770 2.671192 -0.01 -0.03 0.02
H -0.824090 1.086960 5.168748 0.04 -0.04 -0.05
H -3.328542 1.332014 4.097684 0.02 -0.05 -0.02
H -2.909995 2.151436 1.689010 0.01 0.09 -0.07
F 1.446033 2.892165 -5.372946 -0.02 0.00 0.02
C 1.629877 2.164595 -4.225138 -0.05 0.01 0.04
C 1.956857 2.818056 -3.052828 0.02 0.04 -0.12
C 2.165104 2.078091 -1.901289 -0.08 -0.14 0.04
C 2.043058 0.673841 -1.878655 0.26 0.06 -0.29
C 2.294239 -0.120940 -0.675531 0.10 0.18 -0.15
C 1.677093 0.066046 -3.097981 0.04 0.05 0.13
C 1.480042 0.793912 -4.261979 -0.08 0.04 -0.07
H 2.062073 3.896300 -3.050859 -0.02 0.00 -0.01
H 2.421491 2.590320 -0.981705 -0.01 0.00 0.01
H 2.996407 0.372275 -0.000137 0.02 0.02 -0.01
H 2.668773 -1.113735 -0.937363 -0.02 -0.04 0.09
H 1.561323 -1.012365 -3.124216 -0.01 0.00 0.00
H 1.200333 0.306427 -5.188879 0.03 0.00 0.00


Entry 3:
74
Properties=species:S:1:pos:R:3:forces:R:3 method="wB97M-V/def2-TZVPD" mol_weight_g_mol=744.73 total_charge=-1 e_above_lowest_kcal_mol=0.0 gap_ev=7.5 fmax_ev_per_a=3.12 homo_energy_ev=-5.839
N 2.656038 -0.738685 1.578486 -2.20 1.31 1.55
C 1.958151 -0.047480 2.227801 2.78 -0.68 -1.25
O 1.468300 0.958921 2.921025 -0.35 -1.03 -0.66
C 0.433417 1.613484 2.256292 -0.55 0.83 0.59
C -0.336365 2.467635 3.030122 0.08 0.34 1.41
C -1.379874 3.171471 2.489189 0.08 -0.14 -0.86
C -1.621687 3.032384 1.119964 -1.55 0.99 -0.42
C -0.876083 2.211541 0.315319 0.83 -0.89 0.47
C 0.163674 1.499109 0.925772 0.47 -0.73 -1.01
N -1.018907 2.031309 -1.093691 -0.36 1.36 0.41
C -0.008477 2.880012 -1.810815 0.09 -1.05 -0.03
C 1.237040 2.045459 -2.224889 0.19 0.56 -0.49
C 2.572550 2.852427 -2.141481 -0.91 -0.76 -0.41
C 3.746412 1.974117 -1.739035 -0.50 0.99 -0.77
F 3.660900 1.577273 -0.458734 0.13 -0.12 -0.09
F 4.877519 2.727915 -1.902107 0.02 -0.20 0.31
C 3.955684 0.727162 -2.652231 1.55 -0.43 0.82
F 3.175285 -0.300458 -2.329896 -0.38 0.34 -0.32
F 3.849523 1.021161 -3.952250 -0.51 0.05 0.15
F 5.226046 0.311563 -2.458221 -0.26 -0.01 -0.11
C -2.348723 2.216061 -1.587160 0.05 -0.72 -1.04
C -3.315243 3.040934 -1.057611 0.47 0.76 1.71
C -4.576315 3.191589 -1.598990 -0.43 0.20 -0.09
C -4.896909 2.508384 -2.747610 0.04 0.03 -0.04
C -3.943918 1.664358 -3.310950 -0.91 -0.40 -0.25
S -4.446123 0.840776 -4.836344 0.15 0.11 -0.39
C -2.681535 1.502296 -2.748826 0.40 -0.32 -0.64
C -1.686950 0.576742 -3.428734 -0.13 -0.49 -0.20
C -2.080720 -0.906761 -3.234580 0.09 0.20 0.56
C -2.231933 -1.243204 -1.715295 0.17 -0.58 -1.11
N -1.702311 -2.597764 -1.482944 -0.76 0.85 0.03
C -2.238644 -3.200166 -0.240930 0.74 -0.52 -0.27
C -1.130169 -3.400644 0.782355 -0.99 0.08 0.02
C 0.023030 -4.112320 0.471547 -0.13 0.02 -0.68
C 1.044626 -4.270197 1.381708 0.33 -0.12 -0.07
C 0.924956 -3.724782 2.654424 0.45 -0.43 0.14
C -0.224355 -3.041739 2.981780 -0.05 0.10 0.62
C -1.244030 -2.880419 2.060239 0.13 0.26 0.37
O -2.373288 -2.180784 2.488365 0.03 0.12 -0.29
S -2.973228 3.991365 0.425692 0.40 -0.41 -0.24
H -0.132222 2.604619 4.092212 0.15 -0.29 -0.25
H -2.003346 3.847462 3.067383 0.17 -0.20 0.05
H 0.772091 0.847753 0.299125 -0.16 0.01 0.24
H -0.481619 3.226191 -2.737038 0.06 0.33 0.40
H 0.253718 3.706198 -1.134625 0.03 0.03 -0.45
H 1.295070 1.084228 -1.705689 -0.10 0.38 0.20
H 1.100262 1.793355 -3.286837 0.07 -0.16 0.32
H 2.449538 3.706852 -1.466159 0.43 -0.28 0.03
H 2.783727 3.219299 -3.153428 0.15 0.17 0.38
H -5.291061 3.866776 -1.131008 0.15 -0.18 -0.04
H -5.868424 2.623822 -3.221412 0.20 -0.03 0.10
H -5.290620 -0.137271 -4.428349 0.32 0.37 0.38
H -0.673650 0.668130 -3.030665 -0.38 0.18 0.11
H -1.615487 0.837241 -4.495916 -0.16 -0.14 0.23
H -1.325781 -1.550746 -3.707463 -0.06 0.16 0.31
H -3.032617 -1.170930 -3.703214 0.24 0.24 -0.15
H -1.737269 -0.479236 -1.087936 -0.24 -0.13 -0.08
H -3.310398 -1.271178 -1.514334 0.28 0.20 0.27
H -0.694618 -2.488169 -1.447563 -0.02 -0.39 0.27
H -2.691181 -4.164939 -0.527986 0.19 0.14 0.28
H -3.062667 -2.599586 0.164504 0.33 -0.04 -0.05
H 0.103130 -4.513334 -0.540931 0.09 -0.05 0.24
H 1.944425 -4.808212 1.091524 -0.14 0.10 0.13
H 1.730661 -3.844880 3.384027 -0.29 0.15 -0.29
H -0.338406 -2.636712 3.986574 -0.03 0.01 -0.23
H -2.429346 -1.378620 1.955538 -0.14 -0.07 0.09
C 5.150424 -2.067269 5.588903 0.30 0.23 -0.06
F 4.863847 -0.969683 4.864919 -0.14 -0.07 -0.01
F 6.251725 -2.612183 5.040941 -0.12 -0.11 0.01
F 5.503445 -1.637551 6.814640 -0.13 -0.10 0.02
S 3.737240 -3.254527 5.646941 -0.82 -0.75 0.18
O 3.510645 -3.592174 4.253559 0.47 0.25 0.04
O 2.664560 -2.497131 6.256977 0.19 0.38 -0.07
O 4.226840 -4.347640 6.456031 0.40 0.18 0.00


Respective E values: -110128.738, -117936.835, -99449.691 eV.